15
Properties=species:S:1:pos:R:3:forces:R:3 method="wB97M-V/def2-TZVPD" de_lowest_kcal_mol=16.9 spin_multiplicity=1 charge=+1 largest_force_ha_per_bohr=0.0470 smiles="C[NH2+]CC(N)=O" energy_ev=-8278.3404
O 0.6570 0.1885 1.3173 0.378 0.100 0.267
C 0.3917 0.9264 0.3699 0.089 -0.624 1.279
N 0.7470 2.1968 0.3352 -0.076 0.407 -0.347
C -0.4371 0.2316 -0.6863 0.076 0.810 -1.483
N -0.0698 -1.1919 -0.5615 -2.039 -0.651 1.123
C -1.1841 -2.1917 -0.6331 -0.970 0.376 -1.079
H 1.2778 2.5507 1.1157 -0.049 0.003 0.112
H 0.4129 2.8621 -0.3377 0.012 -0.039 -0.255
H -0.2779 0.6007 -1.6970 -0.051 -0.027 -0.034
H -1.4800 0.3825 -0.4083 -0.058 -0.239 -0.118
H 0.6834 -1.5305 -1.1484 0.450 0.430 0.115
H 0.1421 -1.1386 0.4793 1.223 -0.281 -0.262
H -1.6403 -2.2360 -1.6260 0.670 -0.113 -0.215
H -0.7878 -3.1575 -0.3476 -0.151 -0.064 0.177
H -2.0476 -1.8576 -0.0586 0.496 -0.088 0.721



15
Properties=species:S:1:pos:R:3:forces:R:3 method="wB97M-V/def2-TZVPD" de_lowest_kcal_mol=66.3 spin_multiplicity=1 charge=+1 largest_force_ha_per_bohr=0.0930 smiles="C=N[C@H](O)[NH2+]C" energy_ev=-8276.2006
C -2.2464 0.4599 0.2909 -0.622 -0.020 -0.824
C 1.6517 0.3772 0.7238 0.013 -0.849 -0.111
C -0.3246 -0.4779 -0.6115 -0.823 -0.597 -1.172
N -1.0758 0.0730 0.4774 2.494 -1.810 -0.383
N 1.0264 0.2344 -0.6403 -2.420 3.618 1.984
O -0.1155 -1.8931 -0.5812 0.328 2.978 -1.033
H -2.5640 0.6486 1.2535 -2.308 1.218 1.545
H -2.8796 0.5610 -0.6243 0.751 -0.274 0.495
H 2.1109 -0.5450 0.9842 0.444 -0.737 0.084
H 2.3328 1.1635 0.7856 1.593 1.113 -0.830
H 1.0071 0.6559 1.5183 -1.512 -0.187 0.092
H -0.8548 -0.1357 -1.5201 0.679 -0.791 -0.356
H 0.7820 1.2384 -0.9750 0.619 -1.997 0.502
H 1.6395 -0.1432 -1.3004 1.288 -1.079 -1.299
H -0.4898 -2.2170 0.2191 -0.524 -0.585 1.307